[1]
Computed, not measured: a molecular structure, H24HeO12, with wB97M-V/def2-TZVPD.

* HOMO level: -0.3574 Eh
* spin multiplicity: 1
* ΔE to the lowest compared entry with this formula, charge and spin: 20.5 kcal/mol

```
37
H24HeO12 | the Open Molecules 2025 dataset | wB97M-V/def2-TZVPD
He 0.205 -0.335 -0.005
O 2.272 -0.115 2.627
H 3.217 0.025 2.571
H 1.891 0.645 2.188
O 2.344 -2.084 -2.940
H 1.416 -1.949 -3.135
H 2.360 -2.338 -2.017
O -2.466 -1.328 1.406
H -3.035 -1.846 1.976
H -1.595 -1.705 1.529
O -0.457 3.434 -1.149
H -0.887 3.827 -1.909
H -0.023 4.168 -0.714
O -2.786 -1.504 -1.370
H -3.479 -2.132 -1.574
H -2.666 -1.579 -0.423
O 0.936 1.272 -2.125
H 1.842 1.523 -1.946
H 0.421 2.042 -1.882
O 0.059 -2.269 2.165
H 0.507 -3.069 1.892
H 0.758 -1.621 2.256
O 2.902 -3.122 -0.358
H 3.697 -2.798 0.065
H 3.136 -3.996 -0.672
O -0.451 -1.028 -2.783
H -1.201 -1.252 -2.232
H -0.107 -0.220 -2.403
O -1.801 1.489 2.047
H -0.939 1.772 1.743
H -1.844 0.560 1.817
O -2.865 2.723 -0.036
H -2.739 2.353 0.838
H -1.986 2.979 -0.317
O 0.988 2.134 1.544
H 1.782 2.553 1.211
H 0.593 2.791 2.118
```

[2]
Computed, not measured: 11 unconnected molecules or ions with the total composition C35H88Cl6N6O12, with wB97M-V/def2-TZVPD.

* HOMO level: -0.3210 Eh
* structure (SMILES): COC[C@H](C)N.COC[C@H](C)N.COC[C@H](C)N.COC[C@H](C)N.COC[C@H](C)N.COC[C@H](C)N.CCOC(=O)OC.CCOC(=O)OC.ClCCl.ClCCl.ClCCl
* spin multiplicity: 1

```
147
C35H88Cl6N6O12 | the Open Molecules 2025 dataset | wB97M-V/def2-TZVPD
C -6.551 4.505 3.657
O -5.437 3.719 3.501
C -4.452 4.162 2.508
C -3.191 3.331 2.513
C -2.216 3.796 1.503
N -3.460 1.918 2.226
H -7.254 3.990 4.312
H -7.018 4.769 2.708
H -6.343 5.436 4.184
H -4.951 4.120 1.540
H -4.056 5.175 2.582
H -2.770 3.454 3.511
H -1.201 3.398 1.514
H -2.093 4.857 1.724
H -2.472 3.747 0.444
H -2.700 1.274 2.393
H -4.207 1.533 2.786
C 0.297 -3.338 6.046
O -0.530 -2.479 5.330
C -0.667 -2.891 3.965
C -1.811 -2.185 3.208
C -1.882 -2.659 1.762
N -1.820 -0.771 3.286
H -0.113 -4.336 6.200
H 0.438 -2.926 7.045
H 1.276 -3.383 5.569
H 0.302 -2.621 3.547
H -0.758 -3.966 3.812
H -2.710 -2.547 3.708
H -1.031 -2.276 1.199
H -2.828 -2.395 1.290
H -1.815 -3.747 1.740
H -0.907 -0.421 3.033
H -1.665 -0.506 4.248
C 5.266 -0.667 0.583
O 5.560 -0.370 -0.767
C 4.371 0.127 -1.367
C 4.755 0.702 -2.758
C 3.600 1.229 -3.566
N 5.367 -0.337 -3.596
H 6.195 -1.036 1.018
H 4.446 -1.385 0.586
H 4.984 0.215 1.158
H 3.658 -0.667 -1.592
H 3.933 0.959 -0.815
H 5.537 1.452 -2.633
H 4.013 1.664 -4.475
H 2.933 1.921 -3.052
H 3.071 0.382 -4.003
H 6.364 -0.352 -3.430
H 5.246 -0.165 -4.583
C 0.669 -3.266 -5.254
O 0.939 -3.420 -3.860
C 2.165 -2.949 -3.275
C 3.356 -3.810 -3.782
C 3.280 -5.365 -3.460
N 4.506 -3.325 -3.148
H 1.531 -3.315 -5.919
H 0.218 -2.285 -5.410
H -0.063 -4.011 -5.566
H 2.336 -1.892 -3.478
H 2.102 -3.056 -2.192
H 3.583 -3.686 -4.840
H 2.365 -5.838 -3.818
H 3.344 -5.595 -2.397
H 4.129 -5.876 -3.913
H 4.648 -2.358 -3.402
H 5.317 -3.814 -3.499
C -8.106 -0.695 0.561
O -7.517 0.384 -0.171
C -6.054 0.224 -0.172
C -5.466 1.326 -1.046
C -5.840 1.220 -2.533
N -4.075 1.525 -0.787
H -7.968 -1.662 0.077
H -9.189 -0.572 0.550
H -7.858 -0.689 1.623
H -5.695 0.386 0.844
H -5.789 -0.747 -0.591
H -5.885 2.275 -0.713
H -5.236 0.404 -2.931
H -5.888 2.131 -3.129
H -6.810 0.735 -2.641
H -3.424 0.794 -1.036
H -3.960 1.666 0.207
C 2.196 3.790 1.090
O 1.555 2.919 1.998
C 2.411 1.882 2.413
C 1.717 1.152 3.575
C 2.323 -0.159 3.916
N 0.290 0.921 3.444
H 2.443 3.252 0.174
H 3.122 4.264 1.414
H 1.527 4.589 0.772
H 2.574 1.114 1.657
H 3.383 2.211 2.781
H 1.967 1.669 4.502
H 3.382 -0.030 4.138
H 2.188 -0.897 3.126
H 1.822 -0.642 4.755
H -0.156 0.820 4.345
H -0.019 1.829 3.129
C 0.930 5.146 -2.235
C 1.230 5.057 -3.685
O 0.996 3.725 -4.112
C 1.362 3.378 -5.389
O 2.041 4.104 -6.162
O 1.090 2.110 -5.647
C 0.377 1.232 -4.828
H 1.887 4.930 -1.761
H 0.133 4.483 -1.901
H 0.616 6.144 -1.929
H 2.263 5.354 -3.870
H 0.419 5.658 -4.096
H 0.780 1.131 -3.821
H 0.330 0.224 -5.241
H -0.640 1.620 -4.880
C 2.365 -4.567 0.361
C 3.048 -3.611 1.347
O 2.925 -4.149 2.674
C 3.727 -3.607 3.648
O 4.549 -2.686 3.504
O 3.424 -4.230 4.784
C 4.010 -3.846 6.047
H 2.301 -5.644 0.519
H 2.847 -4.469 -0.611
H 1.294 -4.390 0.258
H 2.546 -2.646 1.279
H 4.085 -3.516 1.025
H 4.131 -2.767 6.145
H 5.072 -4.082 6.117
H 3.418 -4.044 6.940
Cl -1.047 -4.111 -1.267
C -1.799 -3.009 -2.409
Cl -3.437 -2.381 -2.006
H -1.170 -2.140 -2.602
H -1.768 -3.596 -3.326
Cl -2.078 4.428 -3.686
C -3.493 3.851 -2.787
Cl -4.971 4.719 -3.114
H -3.580 2.785 -2.998
H -3.308 4.035 -1.729
Cl 1.230 -0.118 -0.471
C -0.444 0.530 -0.272
Cl -1.217 0.897 -1.910
H -1.090 -0.204 0.210
H -0.478 1.335 0.462
```

[3]
Computed, not measured: 9 unconnected molecules or ions with the total composition C54H135N9O18, with wB97M-V/def2-TZVPD.

* HOMO level: -0.2941 Eh
* structure (SMILES): COCCNCCOC.COCCNCCOC.COCCNCCOC.COCCNCCOC.COCCNCCOC.COCCNCCOC.COCCNCCOC.COCCNCCOC.COCCNCCOC
* spin multiplicity: 1
* ΔE to the lowest compared entry with this formula, charge and spin: 133.7 kcal/mol

```
216
C54H135N9O18 | the Open Molecules 2025 dataset | wB97M-V/def2-TZVPD
C -29.953 0.209 23.508
O -28.616 0.050 23.007
C -27.663 1.064 23.261
C -26.309 0.839 22.529
N -25.433 -0.259 23.115
C -24.886 0.021 24.482
C -23.975 -1.085 25.046
O -22.974 -0.423 25.845
C -23.075 -0.567 27.273
H -30.385 1.093 23.037
H -29.976 0.400 24.581
H -30.608 -0.643 23.325
H -27.475 1.319 24.304
H -28.143 1.960 22.868
H -25.773 1.784 22.616
H -26.415 0.665 21.458
H -26.014 -1.085 23.095
H -25.737 0.257 25.121
H -24.292 0.935 24.494
H -23.503 -1.706 24.285
H -24.612 -1.831 25.523
H -22.148 -0.340 27.799
H -23.472 -1.539 27.568
H -23.682 0.256 27.649
C -24.849 -1.254 18.301
O -23.849 -0.292 18.376
C -23.685 0.417 19.595
C -22.874 -0.482 20.526
N -22.591 0.217 21.796
C -21.579 -0.476 22.551
C -20.156 -0.002 22.072
O -19.134 -0.859 22.634
C -17.954 -0.092 22.702
H -24.534 -1.871 17.459
H -25.771 -0.675 18.236
H -24.920 -1.896 19.178
H -24.630 0.597 20.107
H -23.217 1.393 19.466
H -21.904 -0.676 20.067
H -23.435 -1.403 20.684
H -23.442 0.401 22.308
H -21.651 -1.561 22.469
H -21.743 -0.275 23.609
H -20.067 1.044 22.363
H -20.082 -0.105 20.990
H -17.610 0.335 21.760
H -17.160 -0.517 23.317
H -18.063 0.838 23.260
C -33.309 3.842 24.513
O -33.498 2.739 25.352
C -33.607 1.450 24.721
C -34.250 0.378 25.587
N -34.485 -0.821 24.770
C -35.328 -1.724 25.531
C -35.605 -3.058 24.764
O -34.425 -3.801 24.613
C -34.543 -4.829 23.643
H -33.253 4.718 25.160
H -34.145 4.066 23.850
H -32.318 3.743 24.071
H -32.636 1.146 24.332
H -34.198 1.490 23.806
H -35.167 0.655 26.108
H -33.511 0.136 26.351
H -33.634 -1.362 24.696
H -36.321 -1.327 25.739
H -34.983 -1.894 26.551
H -35.982 -2.840 23.765
H -36.373 -3.632 25.284
H -34.769 -4.451 22.646
H -35.273 -5.590 23.921
H -33.515 -5.190 23.671
C -31.490 -2.594 25.357
O -30.124 -2.231 25.276
C -29.201 -3.113 25.881
C -27.743 -2.509 25.752
N -27.321 -2.441 24.298
C -27.095 -3.805 23.774
C -26.857 -3.684 22.234
O -28.072 -3.756 21.499
C -28.965 -2.621 21.522
H -32.018 -1.774 24.868
H -31.839 -2.597 26.389
H -31.686 -3.503 24.789
H -29.240 -4.011 25.265
H -29.403 -3.265 26.942
H -27.023 -3.075 26.342
H -27.803 -1.514 26.193
H -28.089 -2.089 23.744
H -27.741 -4.646 24.026
H -26.161 -4.112 24.244
H -26.363 -4.603 21.921
H -26.177 -2.854 22.039
H -28.336 -1.815 21.142
H -29.430 -2.464 22.495
H -29.734 -2.927 20.813
C -16.870 4.702 30.010
O -16.468 3.678 29.117
C -15.052 3.543 28.934
C -14.844 2.122 28.393
N -15.527 1.888 27.060
C -15.489 0.438 26.720
C -16.551 -0.316 27.580
O -17.784 0.397 27.786
C -18.603 -0.192 28.772
H -17.874 4.629 30.429
H -16.846 5.679 29.527
H -16.171 4.729 30.846
H -14.481 3.439 29.857
H -14.648 4.357 28.331
H -15.235 1.547 29.232
H -13.838 1.728 28.250
H -16.477 2.072 27.347
H -14.520 -0.060 26.769
H -15.631 0.450 25.640
H -16.134 -0.501 28.570
H -16.835 -1.287 27.175
H -18.207 0.244 29.689
H -18.638 -1.281 28.746
H -19.623 0.153 28.598
C -27.114 1.455 27.494
O -26.008 2.132 26.914
C -25.347 3.051 27.735
C -24.253 3.718 26.919
N -24.715 4.678 25.945
C -25.336 4.068 24.766
C -25.742 5.067 23.702
O -26.422 4.406 22.630
C -27.314 5.254 21.864
H -26.760 0.609 28.084
H -27.807 1.084 26.738
H -27.714 2.195 28.024
H -24.864 2.481 28.529
H -25.992 3.804 28.188
H -23.605 2.943 26.508
H -23.659 4.240 27.669
H -25.088 5.457 26.467
H -26.264 3.565 25.039
H -24.687 3.289 24.367
H -24.858 5.663 23.479
H -26.419 5.779 24.175
H -28.155 5.546 22.493
H -27.513 4.663 20.970
H -26.797 6.139 21.491
C -20.258 1.796 25.582
O -19.691 3.078 25.359
C -18.346 3.147 25.798
C -17.829 4.598 25.791
N -17.934 5.286 24.524
C -17.385 6.620 24.549
C -17.926 7.343 23.324
O -19.207 7.922 23.613
C -19.842 8.533 22.518
H -20.300 1.428 26.607
H -19.776 1.045 24.956
H -21.288 1.900 25.240
H -17.760 2.403 25.260
H -18.254 2.859 26.846
H -16.799 4.606 26.148
H -18.430 5.142 26.520
H -18.883 5.263 24.179
H -16.298 6.657 24.478
H -17.654 7.138 25.469
H -17.962 6.704 22.442
H -17.305 8.197 23.057
H -20.068 7.768 21.775
H -19.283 9.325 22.019
H -20.770 8.950 22.909
C -25.412 -5.995 29.240
O -24.505 -4.901 29.245
C -23.426 -5.107 30.134
C -22.283 -4.168 29.757
N -21.542 -4.575 28.585
C -20.612 -3.515 28.145
C -19.985 -3.941 26.796
O -18.938 -3.048 26.305
C -19.442 -1.828 25.868
H -26.374 -5.638 28.870
H -25.543 -6.446 30.223
H -25.005 -6.753 28.571
H -23.019 -6.112 30.024
H -23.819 -4.954 31.139
H -21.627 -4.003 30.611
H -22.759 -3.230 29.472
H -22.247 -4.803 27.899
H -19.797 -3.460 28.866
H -21.097 -2.539 28.188
H -20.704 -4.103 25.993
H -19.436 -4.863 26.988
H -20.201 -1.839 25.086
H -18.566 -1.322 25.462
H -19.918 -1.162 26.587
C -28.907 1.035 19.536
O -28.914 0.582 18.209
C -29.419 -0.688 17.947
C -29.400 -1.000 16.439
N -30.461 -0.300 15.678
C -30.061 1.008 15.216
C -31.072 1.657 14.265
O -32.115 2.283 15.040
C -33.081 3.109 14.395
H -28.424 0.411 20.288
H -29.897 1.400 19.810
H -28.224 1.884 19.550
H -30.426 -0.851 18.331
H -28.812 -1.415 18.487
H -29.672 -2.055 16.403
H -28.447 -0.996 15.911
H -31.303 -0.288 16.235
H -29.083 1.040 14.735
H -30.017 1.594 16.134
H -31.417 0.939 13.521
H -30.459 2.412 13.772
H -32.571 3.676 13.616
H -33.546 3.890 14.996
H -33.817 2.440 13.949
```